*1*
{
  "formula": "C9H36O9",
  "method": "ωB97M-V/def2-TZVPD",
  "homo_lumo_gap_ha": 0.345,
  "homo_energy_ev": -9.8,
  "smiles": "CC(C)O.CC(C)O.CC(C)O.O.O.O.O.O.O",
  "multiplicity": 1,
  "elements": ["O", "O", "O", "O", "O", "O", "O", "O", "O", "C", "C", "C", "C", "C", "C", "C", "C", "C", "H", "H", "H", "H", "H", "H", "H", "H", "H", "H", "H", "H", "H", "H", "H", "H", "H", "H", "H", "H", "H", "H", "H", "H", "H", "H", "H", "H", "H", "H", "H", "H", "H", "H", "H", "H"],
  "coordinates": [[-0.1542, -4.6515, 0.8310], [1.2598, -4.0805, -2.1303], [-2.7310, -3.7558, 0.0815], [-1.1040, 0.2886, 4.0614], [-0.5167, -1.9789, 0.9172], [-2.9905, 1.1924, -2.0707], [4.1476, -3.5408, -1.6808], [-1.4901, -2.4697, 3.4660], [4.1635, 3.7343, -0.1818], [-2.4131, 3.5539, -2.1151], [-0.1020, -1.1135, -0.0797], [-0.5115, 0.2924, 0.2711], [3.1476, 3.0643, 0.5007], [2.0545, 2.6941, -0.5054], [3.6317, 1.7484, 1.2150], [-3.4956, 2.5100, -1.8894], [1.4094, -1.3043, -0.2282], [-4.0378, 2.6947, -0.5094], [2.0489, 3.3201, -1.3976], [-4.2949, 2.5980, -2.6252], [1.6927, -0.8247, -1.1651], [-2.8704, -4.4002, -0.6125], [-3.4018, 2.4703, 0.3469], [1.2336, -4.9011, -1.6381], [-1.8230, -3.8888, 0.3536], [4.3997, 1.9320, 1.9664], [2.1000, 1.6188, -0.6782], [-4.9016, 2.0394, -0.3974], [-0.3607, 0.6120, 4.5705], [0.2614, 0.6993, 0.9232], [3.2218, -3.7543, -1.5641], [4.0552, 1.0509, 0.4922], [-1.9865, 3.5634, -3.1181], [0.0058, -5.2951, 0.1408], [-3.5639, 0.5381, -1.6648], [-0.6449, 0.9002, -0.6239], [0.6711, -4.6073, 1.3139], [2.6741, 3.6828, 1.2631], [3.7497, 4.5783, -0.3768], [-1.0041, -2.5505, 2.6453], [-2.7302, 4.5377, -1.7691], [1.7645, -2.3275, -0.3508], [1.1442, 3.1095, -0.0731], [-1.5512, 3.2859, -1.5041], [0.4137, -4.0411, -2.5762], [-4.4456, 3.7019, -0.4240], [1.8434, -0.8587, 0.6668], [4.1972, -2.5969, -1.5294], [-1.3407, 1.0201, 3.4911], [2.8518, 1.2103, 1.7537], [-0.1656, -2.8607, 0.7731], [-1.5171, -1.5283, 3.6372], [-1.4317, 0.3835, 0.8481], [-0.5628, -1.2959, -1.0506]],
  "mulliken_charge": [-0.6620, -0.5859, -0.5999, -0.6450, -0.3875, -0.5103, -0.6373, -0.6853, -0.5459, -0.9877, 0.6236, -0.9302, 0.4174, -0.5547, -1.3218, 0.5739, -0.9865, -1.3926, 0.4078, 0.2332, 0.3857, 0.2738, 0.2602, 0.2758, 0.2840, 0.3972, -0.1857, 0.4249, 0.2995, 0.1366, 0.3295, 0.3174, 0.3247, 0.2190, 0.3007, 0.2250, 0.2985, 0.1901, 0.3575, 0.4543, 0.3815, 0.1006, 0.2743, 0.0216, 0.2812, 0.4132, 0.1658, 0.3313, 0.3017, 0.2671, 0.4458, 0.3291, 0.2705, 0.0244]
}

*2*
{
  "formula": "C9H36O9",
  "method": "ωB97M-V/def2-TZVPD",
  "homo_lumo_gap_ha": 0.377,
  "homo_energy_ev": -10.1,
  "smiles": "CO.CO.CO.CO.CO.CO.CO.CO.CO",
  "multiplicity": 1,
  "elements": ["O", "O", "O", "O", "O", "O", "O", "O", "O", "C", "C", "C", "C", "C", "C", "C", "C", "C", "H", "H", "H", "H", "H", "H", "H", "H", "H", "H", "H", "H", "H", "H", "H", "H", "H", "H", "H", "H", "H", "H", "H", "H", "H", "H", "H", "H", "H", "H", "H", "H", "H", "H", "H", "H"],
  "coordinates": [[4.1385, -2.6534, -3.6804], [2.4467, 3.7410, 0.9748], [-0.4516, -7.3445, 0.6068], [-0.9942, 1.4975, -6.9801], [-0.0690, 0.0784, 0.7986], [7.5646, -1.3756, -0.4695], [-3.5521, -1.6591, 3.4247], [-5.8230, 4.2951, 1.4196], [-3.3913, 4.4725, 6.0305], [0.8333, -0.7471, 0.1231], [-4.8564, 3.9527, 0.3862], [-2.6378, 3.3364, 5.6353], [-1.2341, 1.5614, -5.6303], [3.2441, 3.4136, 2.1601], [8.0414, -0.3889, -1.4375], [-4.9602, -1.3381, 3.7164], [-0.6309, -7.0961, -0.7934], [2.9374, -2.3735, -4.3959], [-1.2886, -6.2377, -0.9303], [-2.1999, 2.0667, -5.6231], [-5.5070, -1.7246, 2.8563], [-1.3415, 0.5459, -5.2490], [0.3496, -1.6574, -0.2313], [7.2925, -0.3500, -2.2286], [1.6561, -0.9293, 0.8143], [-3.8809, 4.4164, 0.5333], [-6.7204, 3.9727, 1.3080], [-5.3396, -1.8221, 4.6163], [0.3517, -7.0860, -1.2651], [-4.6751, 2.8806, 0.4628], [-4.0149, 4.6829, 5.3315], [-5.2664, 4.3314, -0.5501], [3.4761, 4.2932, 2.7607], [-1.0277, 2.3937, -7.3225], [-2.8349, 2.3672, 6.0932], [-5.1361, -0.2625, 3.7310], [6.7843, -1.7819, -0.8539], [2.1036, -2.8650, -3.8946], [-1.3098, -7.3339, 1.0369], [-0.5087, 2.0262, -4.9626], [2.7006, -1.3104, -4.4392], [4.1423, 2.8970, 1.8219], [-3.4082, -2.6059, 3.3585], [4.8461, -2.5219, -4.3157], [-1.6045, 3.5959, 5.8659], [8.8911, -0.9610, -1.8102], [-2.7164, 3.0426, 4.5886], [8.3512, 0.5231, -0.9273], [-0.6678, -0.4920, 1.2862], [2.9009, 2.5754, 2.7665], [1.2512, -0.2039, -0.7245], [1.9504, 2.9474, 0.7616], [-1.2213, -7.9233, -1.1874], [3.0162, -2.8621, -5.3671]],
  "mulliken_charge": [-0.4956, -0.4963, -0.5028, -0.5009, -0.4654, -0.5052, -0.5068, -0.5316, -0.4994, -0.5621, -0.4471, -0.4822, -0.5075, -0.5566, -0.4176, -0.4802, -0.4520, -0.5194, 0.2212, 0.2775, 0.2478, 0.1947, 0.3063, 0.2157, 0.2560, 0.2109, 0.2974, 0.2496, 0.2039, 0.2117, 0.3160, 0.2585, 0.2410, 0.3124, 0.2386, 0.2007, 0.3048, 0.2003, 0.2862, 0.2237, 0.2187, 0.2572, 0.2899, 0.3055, 0.2236, 0.2134, 0.2046, 0.1889, 0.2899, 0.2548, 0.1763, 0.2970, 0.2436, 0.2902]
}

How far above the most stable structure does each one sit? In hartree: *1* 0.0000; *2* 0.1837.

*1*
{
  "formula": "CH5N4P",
  "method": "ωB97M-V/def2-TZVPD",
  "homo_lumo_gap_ha": [0.310, 0.310],
  "homo_energy_ev": [-8.3, -8.3],
  "multiplicity": 1,
  "elements": ["P", "N", "N", "N", "N", "C", "H", "H", "H", "H", "H"],
  "coordinates": [[-2.1806, 0.1357, 0.2103], [2.0373, 0.1329, 0.1874], [0.1850, 1.2442, 0.1127], [1.4100, 1.3068, 0.0448], [1.5330, -1.0673, 0.0435], [-0.4348, 0.1781, -0.2405], [3.0031, 0.1924, 0.5200], [-2.6153, 0.3095, -1.1598], [-2.4851, 1.5112, 0.6056], [2.1510, -1.7450, 0.5520], [-0.2966, -0.7072, -0.9499]],
  "mulliken_charge": [-0.1407, 0.4518, 0.0046, -0.7233, -0.6507, 0.1730, 0.2630, 0.0478, 0.0639, 0.1938, 0.3167]
}

*2*
{
  "formula": "CH5N4P",
  "method": "ωB97M-V/def2-TZVPD",
  "homo_lumo_gap_ha": 0.308,
  "homo_energy_ev": -8.4,
  "multiplicity": 1,
  "elements": ["P", "N", "N", "N", "N", "C", "H", "H", "H", "H", "H"],
  "coordinates": [[1.5315, 0.6228, -0.4636], [-1.1946, 1.2054, 0.6527], [-1.9425, 0.0131, -0.9187], [-2.0269, 1.1660, -0.2587], [-1.0502, -0.9061, -0.2166], [-0.4053, 0.1081, 0.6436], [-0.1131, -0.1688, 1.6779], [2.4266, 1.3596, 0.4221], [2.0091, -0.6150, 0.0331], [-2.8765, -0.4917, -1.0253], [-0.2536, -1.1165, -0.8027]],
  "mulliken_charge": [-0.0716, -0.1509, -0.0541, -0.2574, -0.3282, -0.2033, 0.2947, 0.0747, 0.0499, 0.2973, 0.3490]
}

How far above the most stable structure does each one sit? In hartree: *1* 0.0456; *2* 0.0000.

*1*
{
  "formula": "C11H44N22O11",
  "method": "ωB97M-V/def2-TZVPD",
  "homo_lumo_gap_ha": 0.349,
  "homo_energy_ev": -9.6,
  "smiles": "NC(N)=O.NC(N)=O.NC(N)=O.NC(N)=O.NC(N)=O.NC(N)=O.NC(N)=O.NC(N)=O.NC(N)=O.NC(N)=O.NC(N)=O",
  "multiplicity": 1,
  "elements": ["O", "O", "O", "O", "O", "O", "O", "O", "O", "O", "O", "N", "N", "N", "N", "N", "N", "N", "N", "N", "N", "N", "N", "N", "N", "N", "N", "N", "N", "N", "N", "N", "N", "C", "C", "C", "C", "C", "C", "C", "C", "C", "C", "C", "H", "H", "H", "H", "H", "H", "H", "H", "H", "H", "H", "H", "H", "H", "H", "H", "H", "H", "H", "H", "H", "H", "H", "H", "H", "H", "H", "H", "H", "H", "H", "H", "H", "H", "H", "H", "H", "H", "H", "H", "H", "H", "H", "H"],
  "coordinates": [[-5.8691, 0.9940, 0.8710], [5.6734, 6.5477, -2.7640], [2.0510, 8.9625, 5.7288], [3.7090, 0.3540, 5.4928], [1.1431, -0.6838, -1.6339], [-1.9406, -0.0626, 8.5505], [-3.5798, 4.8902, -4.6083], [0.8390, -0.4694, -10.4060], [4.3764, -5.3284, -4.2263], [-4.4230, -4.6649, -3.9257], [-1.0029, -7.1486, 2.5463], [-2.0425, 4.3718, -3.0422], [-2.9255, -6.2306, 3.2187], [5.2016, -1.3151, 5.8266], [3.0844, -0.2066, -10.0864], [3.7676, -5.6666, -2.0853], [2.8618, -6.7882, -3.7116], [-2.0401, -7.6871, 4.4610], [-7.4678, -0.3825, 1.5919], [-5.8933, -1.2368, 0.6000], [2.7577, 7.1580, 4.5989], [4.0642, 8.8111, 4.6244], [-5.5018, -3.9559, -5.6516], [-3.9898, 1.0330, 8.3137], [1.6567, 0.4669, 0.2598], [3.7879, 7.7085, -2.8346], [0.6347, -1.4166, 0.3888], [4.5775, 7.0503, -0.9548], [-2.8939, 0.1250, 6.6060], [4.2292, -0.6690, 7.5445], [-3.3836, -3.7196, -5.6751], [1.8548, -1.0222, -8.4816], [-2.4517, 3.0423, -4.5346], [4.7290, 7.0811, -2.2334], [1.8336, -0.5743, -9.7109], [-6.3947, -0.1061, 0.9726], [2.9100, 8.3373, 5.1549], [4.2482, -0.4719, 6.2587], [1.2847, -0.6092, -0.4325], [-2.7801, 4.1696, -4.0843], [-4.3999, -4.1387, -5.0192], [3.6669, -5.8179, -3.3815], [-1.9306, -7.0448, 3.3048], [-2.8952, 0.4053, 7.8889], [4.9148, -1.2392, 8.0188], [-2.9382, -7.7810, 4.9136], [-2.0348, -0.3748, 6.4266], [-2.8526, -5.7101, 2.3562], [-6.3729, -2.1101, 0.4348], [1.8637, 0.5700, 1.2430], [3.3592, -0.4768, 8.0204], [-1.3302, -8.3729, 4.6750], [2.4647, -6.9146, -4.6316], [-8.0258, 0.2911, 2.0968], [1.8545, 6.7169, 4.6982], [-4.7621, 0.4314, 8.0653], [2.1189, -6.9317, -3.0427], [-3.9547, 1.2444, 9.3007], [-3.5876, 0.5760, 6.0268], [-6.3331, -4.1472, -5.1108], [3.3194, 0.0601, -11.0318], [5.4999, -1.5107, 4.8817], [4.3637, 9.7459, 4.8622], [-1.9032, 5.3017, -2.6734], [3.9576, 7.7560, -3.8292], [-7.6699, -1.3689, 1.6716], [-1.9120, 2.3579, -4.0242], [0.8943, -1.3518, 1.3627], [3.5304, 6.7855, 4.0659], [3.7648, -0.2012, -9.3401], [-5.0073, -0.9801, 0.1886], [-3.5830, -3.5041, -6.6415], [-2.4940, -4.0316, -5.3127], [-5.5960, -3.4131, -6.4982], [5.6992, -1.6389, 6.6437], [2.0170, 1.1900, -0.3463], [-1.5954, 3.6470, -2.4991], [2.7068, -1.5377, -8.3130], [4.4899, -5.0802, -1.6922], [3.0249, 8.1653, -2.3558], [-3.1832, 2.7023, -5.1423], [0.9613, -1.1974, -8.0444], [4.6380, 8.2847, 3.9812], [0.1170, -2.1684, -0.0434], [3.0411, -5.9384, -1.4384], [-3.7473, -6.0982, 3.7907], [5.3508, 6.6110, -0.4762], [3.7948, 7.5503, -0.5580]],
  "mulliken_charge": [-0.6662, -0.6660, -0.6113, -0.6453, -0.6440, -0.6799, -0.6425, -0.6291, -0.6360, -0.6795, -0.6294, -0.3714, -0.3717, -0.3380, -0.4030, -0.3542, -0.4125, -0.4130, -0.3436, -0.4277, -0.3642, -0.3824, -0.4019, -0.5502, -0.4048, -0.3966, -0.3882, -0.3963, -0.4129, -0.3483, -0.3728, -0.4275, -0.3825, 0.6904, 0.6333, 0.6348, 0.6615, 0.6367, 0.6562, 0.6231, 0.6233, 0.5641, 0.6075, 0.6492, 0.1720, 0.1846, 0.2463, 0.2200, 0.2171, 0.1827, 0.2274, 0.2222, 0.2503, 0.2061, 0.2032, 0.2512, 0.1993, 0.2668, 0.2296, 0.2225, 0.2044, 0.1883, 0.1962, 0.2012, 0.2255, 0.1598, 0.1889, 0.1771, 0.1604, 0.1913, 0.2193, 0.1967, 0.2427, 0.1686, 0.1071, 0.2142, 0.1537, 0.2126, 0.2172, 0.1728, 0.2299, 0.2182, 0.1372, 0.2057, 0.1732, 0.1793, 0.2089, 0.1608]
}

*2*
{
  "formula": "C11H44N22O11",
  "method": "ωB97M-V/def2-TZVPD",
  "homo_lumo_gap_ha": 0.355,
  "homo_energy_ev": -9.3,
  "smiles": "NC(N)=O.NC(N)=O.NC(N)=O.NC(N)=O.NC(N)=O.NC(N)=O.NC(N)=O.NC(N)=O.NC(N)=O.NC(N)=O.NC(N)=O",
  "multiplicity": 1,
  "elements": ["O", "O", "O", "O", "O", "O", "O", "O", "O", "O", "O", "N", "N", "N", "N", "N", "N", "N", "N", "N", "N", "N", "N", "N", "N", "N", "N", "N", "N", "N", "N", "N", "N", "C", "C", "C", "C", "C", "C", "C", "C", "C", "C", "C", "H", "H", "H", "H", "H", "H", "H", "H", "H", "H", "H", "H", "H", "H", "H", "H", "H", "H", "H", "H", "H", "H", "H", "H", "H", "H", "H", "H", "H", "H", "H", "H", "H", "H", "H", "H", "H", "H", "H", "H", "H", "H", "H", "H"],
  "coordinates": [[3.2892, 2.3152, 1.7053], [2.3773, -4.0008, -2.8817], [-5.1300, -1.3930, 0.5877], [-2.7562, -0.8791, 3.6667], [-1.4514, 2.5292, -3.7558], [5.3489, -0.4695, 0.0430], [-2.8852, -0.8904, -1.9161], [0.4053, -0.4743, -0.1783], [-1.6174, 3.2628, 1.0532], [3.6751, 3.7009, -2.3994], [-0.0314, -4.5909, 3.2133], [-1.0935, 4.3693, -0.8697], [-1.4771, -3.6981, 4.8830], [-0.1448, 0.9130, 1.7509], [5.2370, 2.1550, -2.6195], [-4.7214, 0.0652, 2.9233], [-2.5126, 2.5540, -0.9015], [2.3310, -1.7513, -2.6699], [-3.4391, -1.2658, -4.1139], [3.4569, 1.9135, -1.0708], [1.3828, -3.1483, -1.0068], [3.5174, -0.5446, 1.3704], [-3.8019, -3.1517, 0.9156], [0.2418, -2.4045, 3.7371], [4.7220, -2.4401, 0.6548], [3.0713, 3.4713, 3.5618], [3.9861, 4.4393, 1.5693], [0.4081, 2.6142, -5.1380], [-1.6286, -0.7620, 0.8760], [-3.6997, 0.8760, 4.8481], [-4.8953, -2.9188, -1.0780], [-1.6288, -2.3684, -3.1129], [0.0859, 0.8314, -3.7083], [-0.3396, 2.0594, -4.1527], [4.1417, 2.6572, -2.0205], [-3.6542, -0.0335, 3.8210], [-4.6845, -2.4736, 0.1731], [-2.6404, -1.4471, -3.0005], [2.0246, -3.0440, -2.2018], [-0.3691, -3.6434, 3.9140], [-0.4308, -0.1044, 0.7391], [4.5779, -1.1312, 0.7028], [-1.6913, 3.3394, -0.1475], [3.4295, 3.3987, 2.2374], [-0.3299, 3.2307, -5.4521], [-2.2763, -0.5202, 1.6028], [-4.3305, -3.7018, -1.3101], [5.8002, 2.7807, -3.2495], [-3.3774, -4.0280, 0.7178], [3.3997, 4.3288, 4.0250], [0.8028, 2.0126, -5.8080], [0.8547, 1.1893, 1.5885], [-3.8554, -2.8220, 1.8453], [-2.4589, 2.4541, -1.9276], [-4.5903, -2.1333, -1.6693], [-1.2256, -2.6874, -3.9787], [-1.3495, 4.2093, -1.8437], [-0.9588, -2.4167, -2.2933], [0.9505, -2.3078, -0.6407], [3.7752, 5.4619, 1.6953], [-0.3518, 0.7045, -2.8087], [2.6193, -0.9326, 1.7060], [4.3441, 4.2611, 0.6120], [-0.3431, -1.5727, 3.8579], [-0.6248, 5.1963, -0.5515], [-2.8744, 1.7671, -0.4040], [-0.8603, 1.6534, 1.6912], [-4.8297, -0.6218, 2.2086], [3.8450, 1.0896, -0.6605], [-2.0782, -1.0585, -0.0031], [1.1001, 0.7396, -3.5615], [-4.2773, -0.8201, -3.8551], [2.5203, 2.1526, -0.8908], [5.6932, -2.5485, 0.3413], [-4.1445, 1.7252, 4.5562], [0.7970, -2.3696, 2.9180], [3.0103, -1.8469, -3.4590], [-2.2071, -4.3093, 4.9225], [-3.5838, -1.8340, -4.9335], [1.0617, -4.0491, -0.8361], [-2.9057, 0.9464, 5.4195], [4.4346, -3.0963, 1.3461], [3.5702, 0.4611, 1.5448], [-1.6901, -2.8061, 5.2230], [5.3773, 1.1487, -2.6784], [-5.2958, 0.8605, 2.9618], [3.3569, 2.6188, 4.0587], [2.5210, -0.9458, -2.0303]],
  "mulliken_charge": [-0.5608, -0.6992, -0.7400, -0.5380, -0.7662, -0.7129, -0.6066, -0.4356, -0.7784, -0.6747, -0.6181, -0.3306, -0.4177, -0.4354, -0.3543, -0.2345, -0.2550, -0.1892, -0.4500, 0.2517, -0.1714, -0.1120, -0.2898, -0.4695, -0.3611, -0.5333, -0.4215, -0.4752, 0.5829, -0.5160, -0.6052, -0.3055, -0.3339, 0.5562, 0.4663, 0.5473, 0.8084, 0.4375, 0.2780, 0.6113, 0.1927, 0.5014, 0.6191, 0.4291, 0.3291, -0.2145, 0.2654, 0.2389, 0.1814, 0.2261, 0.2490, 0.2249, 0.1267, 0.2737, 0.1901, 0.2174, 0.1651, 0.1322, 0.1834, 0.2259, 0.0992, 0.0131, 0.2151, 0.2792, 0.2061, 0.1456, 0.3496, 0.1836, -0.1703, -0.0835, 0.2585, 0.2980, -0.0510, 0.2713, 0.2149, 0.2221, 0.2409, 0.2134, 0.1878, 0.2411, 0.2398, 0.2093, 0.3851, 0.1868, 0.2034, 0.1857, 0.2575, 0.0924]
}

How far above the most stable structure does each one sit? In hartree: *1* 0.2820; *2* 0.0000.

*1*
{
  "formula": "C2H2Br2O",
  "method": "ωB97M-V/def2-TZVPD",
  "homo_lumo_gap_ha": [0.309, 0.212],
  "homo_energy_ev": [-10.3, -9.4],
  "multiplicity": 1,
  "elements": ["Br", "Br", "O", "C", "C", "H", "H"],
  "coordinates": [[-2.0379, 1.3719, 1.6075], [1.8401, 0.1674, 1.2194], [-1.1012, -0.5508, -1.3379], [0.8130, 0.3264, -0.2902], [-0.2991, -0.6200, -0.4509], [1.2898, 0.7800, -1.0419], [-0.5047, -1.4749, 0.2940]],
  "mulliken_charge": [0.0136, -0.0033, -0.4109, -0.2895, -0.1310, 0.4519, 0.3692]
}

*2*
{
  "formula": "C2H2Br2O",
  "method": "ωB97M-V/def2-TZVPD",
  "homo_lumo_gap_ha": 0.297,
  "homo_energy_ev": -9.4,
  "multiplicity": 1,
  "elements": ["Br", "Br", "O", "C", "C", "H", "H"],
  "coordinates": [[0.9677, 2.5104, 0.8215], [-0.1020, -2.3248, -0.4750], [2.1904, -1.0533, -1.2945], [1.5296, -1.1897, -0.3460], [-0.2739, 1.7548, 1.8784], [0.2469, 0.7215, 2.2524], [1.7018, -0.8728, 0.6049]],
  "mulliken_charge": [0.0625, -0.1688, -0.3143, 0.0064, -0.1582, 0.1044, 0.4680]
}

How far above the most stable structure does each one sit? In hartree: *1* 0.0000; *2* 0.0429.